[1]
DFT (wB97M-V/def2-TZVPD) results for a molecular structure, C30H30F3IrN3O5P2S.

- Lowest unoccupied orbital energy (spin up / spin down): -4.03 / -4.03 eV
- Charge: +1
- Spin multiplicity: 1
- Highest occupied orbital energy (spin up / spin down): -0.401 / -0.401 hartree
- Strongest force on any atom: 0.589 eV/Å

Each line ends with the Löwdin charge.
Atoms and positions in Å:
Ir  0.932  -0.831  -0.259  1.095
C  4.911  -1.560  1.190  0.024
C  3.492  -1.158  0.991  -0.252
N  2.977  -1.094  -0.195  -0.153
O  3.840  -1.384  -1.217  0.002
C  2.613  -0.786  2.066  -0.262
C  3.064  -0.601  3.477  -0.007
N  1.362  -0.540  1.713  -0.265
O  0.523  -0.130  2.538  -0.104
H  5.070  -2.543  0.745  0.108
H  5.174  -1.588  2.242  0.084
H  5.570  -0.870  0.661  0.107
H  3.301  -1.320  -2.019  0.075
H  3.990  -0.027  3.519  0.089
H  3.239  -1.559  3.970  0.098
H  2.295  -0.069  4.029  0.079
C  -2.510  1.864  -0.446  -0.089
N  -1.446  0.973  0.039  -0.419
P  -1.430  -0.740  0.016  0.930
C  -2.904  -1.128  -0.979  -0.317
C  -4.109  -1.051  -0.262  -0.095
C  -5.319  -1.206  -0.912  -0.055
C  -5.349  -1.456  -2.280  -0.054
C  -4.164  -1.527  -2.990  -0.052
C  -2.945  -1.352  -2.347  -0.066
C  -1.902  -1.507  1.579  -0.388
C  -1.977  -2.899  1.528  -0.086
C  -2.232  -3.616  2.686  -0.060
C  -2.404  -2.948  3.889  -0.062
C  -2.342  -1.563  3.938  -0.058
C  -2.081  -0.835  2.785  -0.098
P  0.191  1.271  -0.226  0.851
C  0.807  2.311  1.095  -0.367
C  -0.049  2.857  2.043  -0.079
C  0.464  3.684  3.030  -0.052
C  1.826  3.952  3.073  -0.054
C  2.679  3.407  2.123  -0.057
C  2.170  2.593  1.124  -0.085
C  0.410  2.259  -1.712  -0.315
C  0.643  1.685  -2.961  -0.068
C  0.751  2.495  -4.081  -0.053
C  0.619  3.870  -3.964  -0.052
C  0.382  4.446  -2.722  -0.055
C  0.285  3.648  -1.596  -0.076
H  -3.466  1.550  -0.036  0.083
H  -2.568  1.857  -1.535  0.093
H  -2.309  2.879  -0.105  0.082
H  -4.110  -0.884  0.807  0.108
H  -6.239  -1.146  -0.347  0.114
H  -6.295  -1.595  -2.785  0.114
H  -4.174  -1.719  -4.054  0.116
H  -2.039  -1.394  -2.928  0.084
H  -1.844  -3.425  0.588  0.115
H  -2.299  -4.695  2.646  0.112
H  -2.605  -3.508  4.793  0.111
H  -2.471  -1.050  4.882  0.112
H  -2.096  0.247  2.812  0.103
H  -1.105  2.619  2.024  0.101
H  -0.197  4.113  3.771  0.114
H  2.223  4.591  3.850  0.113
H  3.739  3.625  2.155  0.113
H  2.832  2.179  0.370  0.116
H  0.734  0.614  -3.064  0.073
H  0.938  2.046  -5.048  0.115
H  0.704  4.498  -4.841  0.115
H  0.283  5.519  -2.629  0.114
H  0.126  4.108  -0.629  0.109
F  3.328  -3.120  -3.286  0.140
C  2.103  -3.353  -3.768  -0.672
F  1.970  -4.651  -3.974  0.175
F  1.975  -2.701  -4.916  0.162
S  0.783  -2.800  -2.600  0.530
O  1.110  -1.340  -2.354  -0.509
O  -0.398  -2.996  -3.373  -0.245
O  0.947  -3.498  -1.348  -0.297

=====

[2]
DFT (wB97M-V/def2-TZVPD) results for 9 unconnected molecules or ions with the total composition C30H30F8NO27P in a non-equilibrium geometry.

- Lowest unoccupied orbital energy: -1.28 eV
- Spin multiplicity: 1
- Highest occupied orbital energy: -0.351 hartree
- SMILES: NC1=CC(=O)C([PH2]=O)=CC1=O.O=C1OC[C@@H](F)O1.O=C1OC[C@@H](F)O1.O=C1OC[C@@H](F)O1.O=C1OC[C@@H](F)O1.O=C1OC[C@@H](F)O1.O=C1OC[C@@H](F)O1.O=C1OC[C@@H](F)O1.O=C1OC[C@@H](F)O1
- Strongest force on any atom: 2.372 eV/Å

Each line ends with the Löwdin charge.
Atoms and positions in Å:
N  -3.773  1.327  1.822  0.143
C  -3.345  0.449  0.817  -0.234
C  -3.764  0.494  -0.453  0.062
C  -3.192  -0.506  -1.388  -0.376
O  -3.813  -1.070  -2.264  0.110
C  -1.733  -0.805  -1.127  -0.234
P  -0.554  -1.015  -2.484  0.767
O  -0.727  0.152  -3.398  -0.447
C  -1.318  -0.878  0.133  0.017
C  -2.369  -0.638  1.177  -0.306
O  -2.450  -1.295  2.194  0.127
H  -4.211  2.094  1.316  0.055
H  -2.935  1.753  2.208  0.094
H  -4.481  1.218  -0.803  0.132
H  0.736  -0.892  -1.939  0.022
H  -0.719  -2.232  -3.172  0.028
H  -0.292  -1.075  0.405  0.120
C  -3.742  -1.811  5.932  -0.062
C  -3.198  -0.465  5.531  -0.316
O  -2.838  0.110  6.779  0.126
C  -2.522  -0.926  7.612  -0.555
O  -1.935  -0.807  8.634  0.175
O  -2.961  -2.102  7.106  0.077
F  -4.143  0.310  4.951  0.072
H  -4.792  -1.766  6.197  0.134
H  -3.598  -2.565  5.170  0.129
H  -2.319  -0.507  4.884  0.162
C  -6.566  -5.714  3.700  -0.050
C  -7.494  -5.276  4.807  -0.313
O  -6.852  -4.112  5.298  0.139
C  -6.159  -3.572  4.256  -0.534
O  -5.724  -2.470  4.240  0.166
O  -6.038  -4.463  3.243  0.082
F  -7.564  -6.197  5.798  0.080
H  -5.753  -6.338  4.073  0.146
H  -7.078  -6.237  2.897  0.141
H  -8.503  -5.023  4.480  0.175
C  2.142  -5.177  -1.874  -0.066
C  1.219  -4.056  -2.272  -0.329
O  2.115  -3.011  -2.611  0.084
C  3.261  -3.624  -3.059  -0.539
O  4.113  -3.073  -3.665  0.191
O  3.274  -4.931  -2.715  0.092
F  0.450  -3.648  -1.222  0.041
H  2.435  -5.109  -0.837  0.114
H  1.719  -6.158  -2.060  0.144
H  0.577  -4.281  -3.127  0.165
C  3.097  1.450  -3.483  -0.047
C  2.186  1.872  -2.366  -0.307
O  2.831  3.029  -1.856  0.141
C  3.508  3.584  -2.899  -0.535
O  3.939  4.688  -2.906  0.173
O  3.613  2.713  -3.931  0.080
F  2.138  0.928  -1.385  0.050
H  3.920  0.823  -3.136  0.155
H  2.570  0.932  -4.275  0.111
H  1.172  2.121  -2.686  0.166
C  -3.007  5.048  3.792  -0.037
C  -4.194  5.964  3.632  -0.306
O  -4.487  5.842  2.248  0.149
C  -4.084  4.605  1.867  -0.539
O  -4.414  4.072  0.859  0.168
O  -3.264  4.050  2.794  0.051
F  -3.878  7.249  3.908  0.085
H  -2.067  5.553  3.566  0.148
H  -2.943  4.604  4.782  0.145
H  -5.072  5.676  4.213  0.177
C  5.665  -6.334  2.162  -0.044
C  5.334  -4.965  1.622  -0.309
O  4.801  -5.266  0.340  0.132
C  4.247  -6.509  0.425  -0.536
O  3.494  -6.958  -0.372  0.169
O  4.663  -7.149  1.540  0.086
F  6.438  -4.200  1.474  0.086
H  6.654  -6.669  1.847  0.148
H  5.598  -6.391  3.245  0.142
H  4.591  -4.415  2.203  0.175
C  0.648  1.146  -7.075  -0.050
C  2.128  1.412  -6.938  -0.308
O  2.596  1.258  -8.261  0.137
C  1.558  1.589  -9.089  -0.545
O  1.669  1.821  -10.241  0.191
O  0.389  1.619  -8.401  0.076
F  2.732  0.485  -6.139  0.048
H  0.418  0.081  -7.015  0.147
H  0.048  1.679  -6.343  0.140
H  2.377  2.412  -6.577  0.174
C  6.173  6.882  -2.228  -0.059
C  5.265  7.306  -1.103  -0.318
O  5.922  8.459  -0.600  0.128
C  6.606  9.014  -1.644  -0.553
O  7.046  10.111  -1.650  0.181
O  6.703  8.137  -2.674  0.073
F  5.203  6.371  -0.122  0.072
H  6.988  6.247  -1.879  0.147
H  5.643  6.373  -3.026  0.116
H  4.253  7.569  -1.413  0.174

=====

[3]
DFT (wB97M-V/def2-TZVPD) results for 6 unconnected molecules or ions with the total composition C30H30FO10 in a non-equilibrium geometry.

- Lowest unoccupied orbital energy: 2.40 eV
- Charge: -1
- Spin multiplicity: 1
- Highest occupied orbital energy: -0.202 hartree
- Strongest force on any atom: 1.350 eV/Å

Each line ends with the Löwdin charge.
Atoms and positions in Å:
F  0.049  -0.409  0.430  -0.409
C  -3.588  2.248  -0.921  -0.016
C  -2.333  1.959  -0.429  -0.025
C  -1.195  2.272  -1.183  -0.343
C  -1.326  3.059  -2.318  -0.008
C  -2.592  3.352  -2.806  -0.030
C  -3.719  2.851  -2.162  -0.328
O  -5.001  3.152  -2.585  0.020
O  0.058  1.972  -0.754  0.000
H  -4.473  1.946  -0.374  0.119
H  -2.146  1.392  0.479  0.115
H  -0.425  3.322  -2.857  0.118
H  -2.692  3.912  -3.733  0.109
H  -4.942  3.550  -3.458  0.090
H  0.057  1.113  -0.269  0.050
C  -0.842  -2.985  -3.515  -0.016
C  -2.002  -3.124  -4.269  -0.034
C  -3.100  -2.349  -3.998  -0.338
C  -3.024  -1.407  -2.964  -0.020
C  -1.887  -1.281  -2.199  -0.004
C  -0.767  -2.051  -2.499  -0.314
O  0.397  -1.916  -1.802  0.016
O  -4.270  -2.565  -4.690  0.023
H  0.006  -3.610  -3.761  0.113
H  -2.019  -3.872  -5.053  0.113
H  -3.911  -0.843  -2.679  0.112
H  -1.830  -0.622  -1.347  0.098
H  0.278  -1.317  -1.030  0.047
H  -4.973  -2.090  -4.236  0.091
C  5.336  1.399  -0.559  -0.028
C  4.354  1.362  0.413  -0.013
C  3.279  0.482  0.292  -0.324
C  3.187  -0.333  -0.830  -0.003
C  4.179  -0.312  -1.800  -0.012
C  5.254  0.537  -1.650  -0.341
O  6.263  0.566  -2.614  -0.007
O  2.401  0.433  1.321  0.030
H  6.199  2.050  -0.514  0.110
H  4.412  2.023  1.269  0.114
H  2.360  -1.030  -0.909  0.089
H  4.118  -1.023  -2.612  0.117
H  6.953  -0.063  -2.388  0.092
H  1.507  0.178  1.006  0.039
C  2.473  -4.215  1.810  -0.021
C  1.542  -3.198  1.653  0.005
C  0.217  -3.417  2.022  -0.318
C  -0.149  -4.668  2.518  -0.016
C  0.782  -5.694  2.626  -0.031
C  2.109  -5.428  2.361  -0.343
O  3.062  -6.437  2.562  -0.006
O  -0.735  -2.451  1.957  0.036
H  3.507  -4.099  1.502  0.116
H  1.801  -2.270  1.158  0.096
H  -1.187  -4.814  2.794  0.112
H  0.516  -6.617  3.126  0.110
H  3.656  -6.170  3.267  0.090
H  -0.456  -1.757  1.322  0.051
C  -1.096  2.582  4.303  -0.012
C  -1.395  3.923  4.562  -0.035
C  -1.310  4.854  3.534  -0.341
C  -0.951  4.454  2.268  -0.003
C  -0.630  3.109  2.005  0.000
C  -0.756  2.173  3.019  -0.315
O  -0.447  0.852  2.856  0.045
O  -1.680  6.182  3.710  0.013
H  -1.118  1.883  5.128  0.113
H  -1.649  4.313  5.542  0.104
H  -0.907  5.203  1.487  0.118
H  -0.250  2.871  1.019  0.092
H  -0.362  0.633  1.919  0.041
H  -2.175  6.274  4.528  0.086

=====

- Which of these has the highest strongest force on any atom?
  C30H30F8NO27P

=====

- The lowest strongest force on any atom belongs to which entry?
  C30H30F3IrN3O5P2S

=====

- What is the formula in the second record?
  C30H30F8NO27P